[1]
Here is a cluster of 2 separate species, C4H10N2 in total from the OMol25 dataset. Energies are from ωB97M-V with the def2-TZVPD basis set.

Geometry as XYZ:
```
16
Properties=species:S:1:pos:R:3:mulliken_spin:R:1
C 2.07503 0.57050 -0.87254 0.472
C 1.16654 -0.41685 -1.22501 0.132
N 1.35094 -1.66696 -0.87153 0.319
H 2.92825 0.34708 -0.24257 0.029
H 1.95037 1.57336 -1.24903 0.024
H 0.26808 -0.15361 -1.77190 0.011
H 1.82501 -1.92176 -0.00731 -0.009
H 0.83908 -2.40357 -1.34188 -0.013
C -1.07231 -0.35522 1.21313 0.002
C -2.04312 1.64418 0.58580 0.004
N -1.00370 0.93872 0.50815 0.021
H -0.05194 -0.71410 1.35996 0.003
H -1.58221 -0.32515 2.17525 0.002
H -1.57187 -1.05873 0.54735 -0.001
H -2.13984 2.58142 0.04298 0.001
H -2.93832 1.36071 1.14915 0.003
```

Calculated values
HOMO-LUMO gap (alpha / beta), Ha: 0.3600 / 0.2309
Multiplicity: 2
HOMO (alpha / beta), eV: -13.6 / -13.5
Net charge: +1
Energy relative to the best compared isomer or geometry (same formula, charge and spin), kJ/mol: 212.56
Largest force on an atom, eV Å⁻¹: 0.72



[2]
Here is the ion C4H10N2 with charge +1 from the OMol25 dataset. Energies are from ωB97M-V with the def2-TZVPD basis set.

Geometry as XYZ:
```
16
Properties=species:S:1:pos:R:3:mulliken_spin:R:1
C 0.04997 2.18346 -0.41220 0.017
C 0.07942 0.69152 -0.72376 0.108
C -0.49088 -0.21777 0.42330 -0.081
C 0.16949 -1.75154 0.29601 -0.013
N 0.20912 -2.07407 -0.99926 0.056
N -0.31516 0.32450 1.67561 0.904
H -0.96494 2.55495 -0.50425 -0.001
H 0.70124 2.79822 -1.02646 0.000
H 0.25677 2.30814 0.64997 -0.010
H 1.09991 0.30515 -0.84656 0.009
H -0.43923 0.36907 -1.62986 -0.009
H 1.20410 -1.63153 0.64868 0.004
H 0.00438 -3.07975 -1.11324 -0.006
H -0.42225 -2.44954 0.89172 0.006
H 0.43095 0.04643 2.31397 -0.021
H -1.57288 -0.37721 0.35635 0.036
```

Calculated values
HOMO-LUMO gap (alpha / beta), Ha: 0.2419 / 0.2419
Multiplicity: 2
HOMO (alpha / beta), eV: -15.3 / -15.1
Net charge: +1
Energy relative to the best compared isomer or geometry (same formula, charge and spin), kJ/mol: 603.28
Largest force on an atom, eV Å⁻¹: 2.48



[3]
Here is a cluster of 2 separate species, C4H10N2 in total from the OMol25 dataset. Energies are from ωB97M-V with the def2-TZVPD basis set.

Geometry as XYZ:
```
16
Properties=species:S:1:pos:R:3:lowdin_charge:R:1
C -2.90705 1.40188 -0.42410 0.382
C 1.05142 0.40348 -0.99064 0.164
C 2.43747 -0.18963 0.83737 0.016
C -2.19478 -0.88007 0.38955 0.004
N 2.04825 -0.18727 -0.52065 0.019
N -2.55023 0.37733 -0.05359 0.085
H -3.11618 2.38533 -0.55485 0.119
H 0.75345 0.56141 -2.04839 0.156
H 0.57669 1.00148 -0.28665 0.092
H 1.95224 0.44345 1.53360 0.114
H 3.45758 0.09402 0.72640 0.123
H 2.47079 -1.20331 1.15868 0.120
H -3.04478 -1.19338 0.99895 0.140
H -1.23589 -0.93067 0.88947 0.114
H -2.43337 -1.54709 -0.48759 0.159
H 2.73438 -0.53698 -1.16754 0.193
```

Calculated values
HOMO-LUMO gap, Ha: 0.4580
HOMO, eV: -21.1
Net charge: +2
Energy relative to the best compared isomer or geometry (same formula, charge and spin), kJ/mol: 78.37
Largest force on an atom, eV Å⁻¹: 4.67



[4]
Here is the molecule C4H10N2O from the OMol25 dataset. Energies are from ωB97M-V with the def2-TZVPD basis set.

Geometry as XYZ:
```
17
Properties=species:S:1:pos:R:3:lowdin_charge:R:1
N 0.45295 1.94216 -1.64843 -0.030
C -0.12006 1.09281 -0.46043 -0.258
C 0.13254 -0.35864 -0.48260 -0.412
N -0.60656 -0.96194 -1.66486 -0.010
C -0.46713 -1.33058 0.59482 -0.142
C -0.11946 -0.82671 1.93725 -0.209
O 0.67335 0.13189 2.17848 -0.010
H 1.50355 1.89688 -1.63354 0.067
H 0.40430 2.87042 -1.09558 0.084
H 0.41846 1.50715 0.44402 0.112
H -1.20976 1.24544 -0.43568 0.123
H 1.20569 -0.67133 -0.47558 0.152
H -1.11980 -0.06444 -1.88998 0.064
H 0.18158 -0.95309 -2.45620 0.120
H -1.56317 -1.28311 0.48659 0.131
H -0.33710 -2.35252 0.54710 0.096
H -0.35070 -1.57316 2.73986 0.122
```

Calculated values
HOMO-LUMO gap, Ha: 0.3822
HOMO, eV: -9.5
Net charge: 0
Energy relative to the best compared isomer or geometry (same formula, charge and spin), kJ/mol: 343.01
Largest force on an atom, eV Å⁻¹: 5.63



[5]
Here is the molecule C4H10N2O from the OMol25 dataset. Energies are from ωB97M-V with the def2-TZVPD basis set.

Geometry as XYZ:
```
17
Properties=species:S:1:pos:R:3:lowdin_charge:R:1
N -2.56567 -0.05196 0.05778 0.013
C -1.53405 -0.93751 0.52262 -0.307
N -0.17379 -0.69999 -0.01504 -0.072
C 0.18878 0.68758 -0.13284 -0.238
C 1.70645 0.91319 0.23134 -0.137
C 2.45343 -0.08020 -0.62022 -0.291
O 2.53831 0.08565 -1.80682 0.048
H -3.24470 0.32911 0.67173 0.057
H -2.54580 0.22745 -0.89205 0.063
H -1.77142 -1.93816 0.15678 0.097
H -1.48606 -0.97674 1.60832 0.107
H 0.08537 -1.51512 -0.53318 0.102
H 0.01029 1.10986 -1.12250 0.110
H -0.32755 1.23765 0.64985 0.112
H 1.98029 1.95453 0.10492 0.113
H 1.77160 0.61631 1.28068 0.103
H 2.91450 -0.96166 -0.16135 0.117
```

Calculated values
HOMO-LUMO gap, Ha: 0.3480
HOMO, eV: -8.5
Net charge: 0
Energy relative to the best compared isomer or geometry (same formula, charge and spin), kJ/mol: 247.17
Largest force on an atom, eV Å⁻¹: 2.62



[6]
Here is a cluster of 2 separate species, C4H10N2O in total from the OMol25 dataset. Energies are from ωB97M-V with the def2-TZVPD basis set.

Geometry as XYZ:
```
17
Properties=species:S:1:pos:R:3:lowdin_charge:R:1
O 0.91774 -1.37203 -0.63396 -0.098
C 1.32006 -0.05878 -0.93324 -0.228
C 1.38797 0.80559 0.06828 -0.173
C 1.33195 2.36888 -0.15731 -0.111
N -1.80035 -0.88994 -0.73820 0.186
C -1.71295 -1.12138 0.54380 -0.484
N -1.24282 -0.01480 1.50206 -0.006
H 1.57601 0.17971 -1.98839 0.126
H 1.52058 0.51314 1.19080 0.138
H 2.23467 2.92185 0.24724 0.077
H 0.43698 2.74704 0.42758 0.066
H 0.92566 2.61939 -1.15890 0.067
H -0.09402 -1.43308 -0.81566 0.043
H -2.50227 -1.44035 1.19284 0.142
H -0.92330 -1.87253 0.82609 0.159
H -2.13203 0.41509 1.87482 0.075
H -1.04423 0.69324 0.79902 0.023
```

Calculated values
HOMO-LUMO gap, Ha: 0.2351
HOMO, eV: -8.9
Net charge: 0
Energy relative to the best compared isomer or geometry (same formula, charge and spin), kJ/mol: 812.07
Largest force on an atom, eV Å⁻¹: 3.62



[7]
Here is the molecule C4H10N2O from the OMol25 dataset. Energies are from ωB97M-V with the def2-TZVPD basis set.

Geometry as XYZ:
```
17
Properties=species:S:1:pos:R:3:lowdin_charge:R:1
H 3.60342 0.62483 0.16887 0.065
N 2.97394 -0.14540 -0.22791 0.058
C 1.74410 0.27542 -0.08453 -0.220
N 0.57351 -0.64235 -0.23720 -0.027
O -0.25129 -0.50066 0.95353 -0.118
C -1.45126 0.14805 0.53057 -0.365
C -2.10372 -0.71023 -0.56012 -0.072
C -1.01691 1.44164 -0.26664 -0.049
H 1.46104 1.25015 0.43458 0.129
H 0.88819 -1.52154 -0.32804 0.072
H -2.14431 0.19428 1.38158 0.154
H -3.05940 -0.38562 -1.03012 0.105
H -1.48808 -0.96346 -1.43986 0.088
H -2.13117 -1.52873 -0.06960 -0.003
H -1.87138 1.78937 -0.56576 0.005
H -0.81340 2.05708 0.50944 0.038
H -0.30010 1.07398 -1.14925 0.139
```

Calculated values
HOMO-LUMO gap, Ha: 0.3902
HOMO, eV: -9.6
Net charge: 0
Energy relative to the best compared isomer or geometry (same formula, charge and spin), kJ/mol: 570.95
Largest force on an atom, eV Å⁻¹: 7.16



[8]
Here is the molecule C4H10N2O from the OMol25 dataset. Energies are from ωB97M-V with the def2-TZVPD basis set.

Geometry as XYZ:
```
17
Properties=species:S:1:pos:R:3:lowdin_charge:R:1
C -0.14873 1.07564 -1.90237 -0.134
N -1.02586 0.81709 -0.78274 -0.083
C -0.30492 0.53016 0.55129 -0.272
C 0.84209 1.52593 0.94952 -0.065
C 0.19921 -1.00054 0.54537 -0.467
N -0.85364 -1.87157 0.26388 0.110
O 1.37699 -1.28055 0.74136 0.049
H 0.58550 1.73132 -1.60472 0.029
H 0.33077 0.07835 -2.24542 0.103
H -0.69759 1.41009 -2.85784 0.102
H -1.45976 -0.05575 -0.87015 0.023
H -0.88340 0.67879 1.40487 0.098
H 1.72011 1.29003 0.39765 0.050
H 1.11834 1.64034 2.00634 0.077
H 0.28228 2.52457 0.67708 0.119
H -0.53559 -2.83340 0.05439 0.112
H -1.84600 -1.62564 -0.12389 0.150
```

Calculated values
HOMO-LUMO gap, Ha: 0.3544
HOMO, eV: -8.9
Net charge: 0
Energy relative to the best compared isomer or geometry (same formula, charge and spin), kJ/mol: 229.03
Largest force on an atom, eV Å⁻¹: 4.44



[9]
Here is a cluster of 2 separate species, C4H10N2O in total from the OMol25 dataset. Energies are from ωB97M-V with the def2-TZVPD basis set.

Geometry as XYZ:
```
17
Properties=species:S:1:pos:R:3:lowdin_charge:R:1
C 2.66522 0.04835 0.55485 -0.088
N 1.98590 -0.94308 -0.26989 -0.049
C 0.72934 -1.28739 0.02510 -0.346
N -0.19210 -1.92247 0.35728 0.149
H 1.99381 0.88982 0.70503 0.066
H 2.95340 -0.34712 1.53333 0.084
H 3.54860 0.39269 0.02511 0.079
H 2.55863 -1.71929 -0.56799 0.133
C -2.43735 0.16253 -0.82099 -0.101
C -1.71274 0.67630 0.40479 -0.244
O -0.23471 0.93802 0.15547 -0.161
H -3.50303 0.09889 -0.61317 0.075
H -2.07302 -0.82462 -1.08834 0.053
H -2.29519 0.83316 -1.66676 0.070
H -1.73279 -0.04617 1.21933 0.094
H -2.11100 1.64313 0.73323 0.103
H -0.14298 1.40724 -0.68639 0.083
```

Calculated values
HOMO-LUMO gap, Ha: 0.3691
HOMO, eV: -9.2
Net charge: 0
Energy relative to the best compared isomer or geometry (same formula, charge and spin), kJ/mol: 244.05
Largest force on an atom, eV Å⁻¹: 2.80



[10]
Here is the molecule C4H10N2O from the OMol25 dataset. Energies are from ωB97M-V with the def2-TZVPD basis set.

Geometry as XYZ:
```
17
Properties=species:S:1:pos:R:3:lowdin_charge:R:1
C -2.57149 0.85076 0.11225 0.038
N -1.68793 -0.03876 0.20215 -0.350
O -1.94557 -1.13598 -0.50925 -0.129
N -0.45273 0.17442 0.63499 0.023
C 0.63341 -0.60541 -0.02427 -0.399
C 1.81903 -0.68316 0.96415 -0.037
C 1.03000 0.22815 -1.21169 -0.068
H -3.47436 0.51425 -0.33803 0.086
H -2.44195 1.83457 0.55734 0.087
H -0.07953 1.09967 0.90232 0.159
H 0.12675 -1.63359 -0.38534 0.178
H 2.79607 -0.76533 0.60804 0.061
H 1.72333 0.32884 1.36999 0.070
H 1.43742 -1.36470 1.69650 0.073
H 1.49599 1.09191 -0.97727 0.042
H 0.06587 0.48740 -1.69297 0.094
H 1.52567 -0.38303 -1.90893 0.071
```

Calculated values
HOMO-LUMO gap, Ha: 0.3407
HOMO, eV: -8.5
Net charge: 0
Energy relative to the best compared isomer or geometry (same formula, charge and spin), kJ/mol: 546.93
Largest force on an atom, eV Å⁻¹: 4.57